(1)
C4H6O as an isolated structure, computed with ωB97M-V/def2-TZVPD.

HOMO-LUMO gap in eV: 9.566
Spin multiplicity: 1
LUMO energy in eV: 0.55

Cartesian coordinates (Å):
C 0.053435 0.474310 -1.404048
C 0.748975 0.001445 -0.053610
C 0.025850 0.500851 1.043211
O -1.180709 0.580916 0.537117
C -0.708753 -0.365104 -0.529084
H 0.538339 -0.044981 -2.227266
H -0.180238 1.524476 -1.560778
H 1.635019 -0.619274 -0.064774
H 0.219893 0.707522 2.096920
H -0.456071 -1.464744 1.486522
H -0.722912 -1.590822 0.761378

Atomic forces in eV per Å
-0.14 0.15 -0.27
0.33 -0.08 0.23
0.15 0.53 -0.33
-0.04 0.23 0.03
-0.12 0.19 -0.65
-0.10 0.11 0.07
0.21 0.03 0.09
-0.06 0.28 0.08
0.01 -0.17 -0.32
-0.29 -0.78 0.13
0.05 -0.50 0.93

Just the Mulliken charges please, in e? Sure, here they are: number 1, C, carries -0.388; number 2, C, carries -0.144; number 3, C, carries -0.167; number 4, O, carries -0.244; number 5, C, carries -0.255; number 6, H, carries 0.249; number 7, H, carries 0.260; number 8, H, carries 0.252; number 9, H, carries 0.356; number 10, H, carries 0.069; number 11, H, carries 0.010

(2)
A 2-piece molecular cluster, CH3N2O3S overall, computed with ωB97M-V/def2-TZVPD.

HOMO-LUMO gap (alpha / beta) in eV: 7.518 / 3.776
Net charge: -1
Spin multiplicity: 1
LUMO energy (alpha / beta) in eV: 2.99 / 1.05

Cartesian coordinates (Å):
C 2.421420 -0.313057 0.067470
N 0.779002 0.213219 0.228014
N -0.105465 0.310288 -0.725255
O 2.969880 0.349980 0.888172
O 2.672318 -1.061703 -0.790150
O -2.952786 0.355674 0.560835
S -4.440040 -0.405099 0.235139
H 0.835515 1.052152 0.781427
H -0.016066 -0.448529 -1.453715
H -2.163778 -0.052924 0.208059

Atomic forces in eV per Å
-2.86 2.53 1.29
1.75 -1.38 -0.37
-1.77 -0.46 -1.54
1.90 1.25 2.29
0.19 -2.98 -3.06
-3.25 -0.06 0.49
2.57 0.92 0.31
-0.12 0.20 0.28
0.59 0.64 1.26
0.99 -0.65 -0.95

Just the Mulliken charges please, in e? Sure, here they are: number 1, C, carries 0.555; number 2, N, carries 0.095; number 3, N, carries -0.796; number 4, O, carries -0.638; number 5, O, carries -0.576; number 6, O, carries -0.413; number 7, S, carries -0.054; number 8, H, carries 0.236; number 9, H, carries 0.187; number 10, H, carries 0.404

(3)
One molecule with the formula BrH2NO2S, computed with ωB97M-V/def2-TZVPD.

Structure (SMILES): NS(=O)(=O)Br
HOMO-LUMO gap in eV: 9.728
Spin multiplicity: 1
LUMO energy in eV: -0.91

Cartesian coordinates (Å):
N -0.138907 -0.273210 -0.296199
O 0.095851 -3.069407 0.155924
O -1.956330 -1.859148 0.910790
S -0.574222 -1.891036 0.642760
Br 0.342357 -1.470627 2.612285
H 0.617017 -0.129591 -0.929055
H -0.915227 0.379877 -0.482027

Atomic forces in eV per Å
-1.92 -1.95 2.15
-0.51 1.61 -0.11
-0.91 0.27 -0.44
2.30 2.06 -1.51
0.13 0.11 -0.32
0.70 -0.94 -0.25
0.22 -1.15 0.48

Just the Mulliken charges please, in e? Sure, here they are: number 1, N, carries -0.429; number 2, O, carries -0.427; number 3, O, carries -0.420; number 4, S, carries 0.833; number 5, Br, carries -0.014; number 6, H, carries 0.215; number 7, H, carries 0.242

E_tot values, unit Ha, following the record order: -231.02338, -773.27663, -3178.58177.
Energy above the lowest of the compared OMol25 structures with the same formula, charge and spin values, unit kcal per mole, following the record order: 125.7, 72.3, 19.6.